No. 1
Formula: C4H6FO4Tl
Source: the OMol25 dataset
Level of theory: ωB97M-V/def2-TZVPD

- E_HOMO (eV) = -8.8890
- gap between HOMO and LUMO (eV) = 9.2060
- LUMO energy (eV) = 0.3170

Each line ends with the natural charge from an NBO analysis.
Cartesian coordinates (Å):
C: -1.713 1.906 -1.868  -0.2706
O: -0.902 2.155 -0.747  -0.5297
H: -2.716 1.582 -1.544  0.1976
H: -1.907 2.872 -2.357  0.1769
H: -1.304 1.253 -2.656  0.1714
C: 0.567 -0.506 -1.495  1.0090
O: 0.511 0.232 -0.383  -0.4858
C: 0.567 1.639 -0.658  0.3542
C: 1.457 1.535 -1.916  -0.1326
O: 1.190 0.210 -2.416  -0.4759
O: -0.183 -1.454 -1.535  -0.6481
F: -1.302 -0.177 1.683  -0.8765
H: 0.982 2.313 0.094  0.2235
H: 1.194 2.266 -2.685  0.2220
H: 2.521 1.621 -1.672  0.2143
Tl: -1.794 -1.835 0.223  0.8503

=====

No. 2
Formula: C32H39N3O5
Source: the OMol25 dataset
Level of theory: ωB97M-V/def2-TZVPD

- SMILES string = CCO[C@H]1OC(C(=O)N2CCN(Cc3ccccc3)CC2)=C[C@@H](c2cn(C(C)=O)c3ccccc23)[C@@H]1CCCO
- E_HOMO (eV) = -8.3261
- gap between HOMO and LUMO (eV) = 8.8879
- LUMO energy (eV) = 0.5618

Each line ends with the natural charge from an NBO analysis.
Cartesian coordinates (Å):
C: -0.486 -5.364 1.900  -0.6197
C: -0.253 -4.609 0.603  -0.0617
O: 0.527 -3.456 0.894  -0.5359
C: 0.896 -2.717 -0.213  0.4110
O: -0.284 -2.177 -0.789  -0.5290
C: -0.073 -1.221 -1.744  0.2006
C: -1.214 -0.929 -2.673  0.6417
O: -0.978 -0.686 -3.847  -0.6254
N: -2.471 -0.962 -2.184  -0.4240
C: -2.869 -0.948 -0.796  -0.2184
C: -3.460 0.419 -0.447  -0.2418
N: -4.592 0.694 -1.311  -0.4437
C: -5.295 1.902 -0.914  -0.2542
C: -5.988 1.709 0.409  0.0600
C: -5.904 2.663 1.413  -0.2330
C: -6.562 2.473 2.617  -0.2092
C: -7.303 1.324 2.831  -0.2188
C: -7.385 0.365 1.835  -0.2049
C: -6.734 0.558 0.631  -0.2401
C: -4.161 0.722 -2.695  -0.2253
C: -3.574 -0.640 -3.065  -0.2306
C: 1.097 -0.613 -1.927  -0.2196
C: 2.281 -0.798 -1.021  -0.2726
C: 2.800 0.560 -0.654  -0.0703
C: 2.117 1.541 -0.023  -0.0017
N: 2.901 2.679 0.139  -0.4159
C: 2.361 3.798 0.760  0.7129
C: 3.242 5.007 0.907  -0.7148
O: 1.219 3.773 1.157  -0.5672
C: 4.147 2.411 -0.422  0.1223
C: 5.308 3.163 -0.539  -0.2283
C: 6.402 2.591 -1.164  -0.2129
C: 6.362 1.298 -1.674  -0.2252
C: 5.217 0.539 -1.564  -0.2158
C: 4.107 1.091 -0.935  -0.0081
C: 1.880 -1.619 0.219  -0.2266
C: 3.074 -2.262 0.930  -0.3924
C: 3.982 -1.259 1.633  -0.4294
C: 5.079 -1.963 2.434  -0.0476
O: 5.936 -1.058 3.087  -0.7146
H: -1.005 -4.725 2.609  0.2145
H: 0.465 -5.660 2.334  0.2106
H: -1.084 -6.250 1.710  0.2136
H: -1.207 -4.307 0.154  0.1799
H: 0.287 -5.237 -0.122  0.1646
H: 1.374 -3.366 -0.979  0.1402
H: -3.639 -1.713 -0.653  0.1965
H: -2.025 -1.170 -0.150  0.2390
H: -2.675 1.193 -0.550  0.1672
H: -3.806 0.413 0.589  0.2178
H: -6.051 2.110 -1.679  0.2088
H: -4.619 2.774 -0.863  0.1722
H: -5.323 3.560 1.253  0.2084
H: -6.491 3.224 3.391  0.2123
H: -7.813 1.176 3.771  0.2120
H: -7.962 -0.534 1.998  0.2115
H: -6.789 -0.184 -0.151  0.2231
H: -3.400 1.503 -2.874  0.1707
H: -5.025 0.928 -3.331  0.2051
H: -4.343 -1.410 -2.954  0.1954
H: -3.199 -0.631 -4.089  0.2497
H: 1.192 0.092 -2.737  0.2421
H: 3.067 -1.335 -1.566  0.2195
H: 1.110 1.554 0.344  0.2454
H: 4.113 4.769 1.513  0.2357
H: 3.560 5.365 -0.068  0.2356
H: 2.666 5.785 1.403  0.2486
H: 5.396 4.167 -0.164  0.2171
H: 7.309 3.169 -1.259  0.2156
H: 7.237 0.890 -2.158  0.2159
H: 5.180 -0.466 -1.958  0.2142
H: 1.345 -0.977 0.924  0.2167
H: 3.657 -2.837 0.205  0.1927
H: 2.681 -2.961 1.670  0.2260
H: 4.457 -0.602 0.902  0.1983
H: 3.394 -0.638 2.311  0.2074
H: 5.656 -2.624 1.769  0.1487
H: 4.640 -2.573 3.227  0.1750
H: 6.317 -0.466 2.429  0.4624

=====

No. 3
Formula: C5H11N
Source: the OMol25 dataset
Level of theory: ωB97M-V/def2-TZVPD

- SMILES string = C=CC.C=NC
- E_HOMO (eV) = -9.6046
- gap between HOMO and LUMO (eV) = 10.7345
- LUMO energy (eV) = 1.1299

Each line ends with the natural charge from an NBO analysis.
Cartesian coordinates (Å):
C: 2.250 -1.146 -0.008  -0.3758
C: 1.148 -1.598 0.581  -0.2020
C: 0.783 -1.200 1.973  -0.6662
H: 2.541 -1.269 -1.047  0.1994
H: 2.952 -0.472 0.503  0.1832
H: 0.457 -2.131 -0.056  0.2023
H: -0.288 -1.121 2.078  0.2139
H: 0.986 -1.895 2.826  0.2243
H: 1.203 -0.252 2.344  0.2207
C: -1.612 2.454 -1.907  -0.0619
N: -0.785 1.601 -1.493  -0.3809
C: -1.296 0.632 -0.558  -0.4724
H: -1.258 3.133 -2.700  0.1722
H: -2.684 2.452 -1.693  0.1405
H: -2.306 0.891 -0.207  0.1724
H: -0.553 0.349 0.194  0.2201
H: -1.537 -0.428 -0.832  0.2101

=====

No. 4
Formula: C18H26BBrFeN4O4S3
Source: the OMol25 dataset
Level of theory: ωB97M-V/def2-TZVPD

- 2S+1 = 2
- E_HOMO (alpha / beta) (eV) = -11.3990 / -11.3979
- gap between HOMO and LUMO (alpha / beta) (eV) = 7.5282 / 8.2172
- LUMO energy (alpha / beta) (eV) = -3.8708 / -3.1806
- net charge = +1

Each line ends with the Mulliken spin population.
Cartesian coordinates (Å):
Fe: 0.232 0.140 0.318  1.1074
C: -1.002 2.580 3.710  0.0027
N: -2.026 1.673 3.213  -0.0018
C: -3.010 1.080 3.970  -0.0044
C: -3.812 0.411 3.107  0.0000
N: -3.330 0.599 1.836  -0.0053
B: -4.156 0.223 0.564  -0.0026
N: -3.403 -0.710 -0.472  -0.0064
C: -3.977 -0.903 -1.706  -0.0002
C: -3.215 -1.782 -2.402  -0.0049
N: -2.164 -2.118 -1.586  -0.0005
C: -1.051 -2.993 -1.925  0.0022
C: -2.299 -1.454 -0.418  0.0135
S: -1.155 -1.574 0.874  -0.0725
C: -2.232 1.355 1.922  0.0070
S: -1.243 1.834 0.589  -0.0157
H: -1.018 2.548 4.796  0.0001
H: -1.210 3.595 3.376  0.0004
H: -0.029 2.274 3.340  -0.0013
H: -3.061 1.204 5.037  -0.0005
H: -4.700 -0.167 3.286  -0.0002
H: -4.430 1.227 -0.041  -0.0015
H: -5.123 -0.375 0.949  0.0001
H: -4.895 -0.413 -1.977  -0.0001
H: -3.331 -2.197 -3.387  -0.0004
H: -1.152 -3.279 -2.969  0.0001
H: -1.070 -3.884 -1.301  0.0005
H: -0.111 -2.468 -1.767  -0.0012
Br: 6.268 -3.590 -1.801  0.0000
C: 5.716 -1.899 -1.165  0.0001
C: 6.651 -0.885 -1.012  0.0001
C: 6.246 0.359 -0.549  0.0000
C: 4.915 0.590 -0.241  0.0011
C: 3.991 -0.438 -0.396  0.0074
C: 4.385 -1.690 -0.858  -0.0016
C: 2.570 -0.207 -0.070  -0.0076
O: 1.707 -1.127 -0.169  -0.0081
O: 2.151 0.935 0.329  0.0060
H: 7.688 -1.069 -1.255  0.0001
H: 6.976 1.147 -0.430  0.0000
H: 4.583 1.556 0.112  0.0021
H: 3.656 -2.481 -0.966  0.0003
C: 0.586 -0.763 3.369  0.0005
O: 0.701 0.208 2.313  -0.0061
H: 0.904 -0.302 4.303  -0.0010
H: 1.192 -1.644 3.157  0.0000
H: -0.461 -1.043 3.435  0.0000
H: 1.619 0.504 2.209  -0.0004
C: 0.739 1.309 -3.819  -0.0002
S: -0.639 0.577 -2.950  -0.0008
C: -1.635 2.045 -2.750  0.0006
O: -0.053 0.208 -1.609  -0.0068
H: 0.403 1.619 -4.808  -0.0002
H: 1.500 0.536 -3.914  -0.0004
H: 1.121 2.155 -3.250  0.0000
H: -1.937 2.370 -3.746  0.0004
H: -1.061 2.818 -2.243  0.0007
H: -2.510 1.775 -2.161  -0.0001

=====

No. 5
Formula: C4H7N
Source: the OMol25 dataset
Level of theory: ωB97M-V/def2-TZVPD

- SMILES string = C=NC(=C)C
- E_HOMO (eV) = -8.5044
- gap between HOMO and LUMO (eV) = 9.1663
- LUMO energy (eV) = 0.6620

Each line ends with the natural charge from an NBO analysis.
Cartesian coordinates (Å):
C: 2.016 0.335 0.136  -0.0886
N: 0.907 0.733 0.703  -0.4047
C: -0.331 0.025 0.303  0.1209
C: -1.383 0.219 1.144  -0.3968
C: -0.558 -0.439 -1.101  -0.6586
H: 3.014 0.948 0.357  0.1956
H: 2.004 -0.672 -0.340  0.1598
H: -1.517 1.114 1.787  0.2127
H: -2.279 -0.413 1.244  0.1966
H: 0.289 -0.913 -1.499  0.2014
H: -1.372 -1.281 -0.935  0.2298
H: -0.790 0.343 -1.798  0.2319